C24H19BeBr2Cl2N9 as an isolated structure, computed with the ωB97M-V functional and the def2-TZVPD basis.

Structure (XYZ):
```
57
Properties=species:S:1:pos:R:3:forces:R:3
Br -13.857 -8.300 -2.612 -0.718 0.734 0.053
Br -21.837 -9.114 -4.948 0.235 -0.334 0.241
Cl -15.854 -1.277 -2.925 0.253 -0.609 -2.312
Cl -19.924 -0.377 0.263 -0.701 -0.280 0.225
N -18.763 -5.725 -5.275 1.056 0.404 0.719
N -23.726 -5.031 -3.923 -1.035 -2.287 -0.084
N -21.430 -7.957 0.258 -0.688 -2.031 -1.539
N -20.354 -4.008 -3.028 -0.377 0.011 0.417
N -19.441 -5.069 -0.461 -0.673 0.017 1.295
N -22.475 -3.328 -4.725 0.364 -0.772 0.087
N -18.362 -2.760 -1.404 -1.110 0.084 -0.930
N -21.006 -6.130 1.635 0.950 0.416 -2.516
N -17.468 -5.180 -2.448 2.937 -1.677 0.007
C -17.369 -0.586 1.173 0.205 0.360 -0.081
C -21.438 -4.771 -3.112 -0.187 -0.080 -0.254
C -19.616 -5.947 -6.267 0.009 -1.322 1.689
C -20.097 -6.210 -0.643 0.981 -0.035 0.835
C -19.386 -7.748 -4.151 -0.375 1.153 -0.976
C -15.484 -0.947 -0.369 -2.787 -0.263 1.080
C -20.411 -2.853 -3.701 2.481 0.262 0.716
C -15.259 -6.995 -2.530 -0.806 0.731 -0.244
C -18.568 -6.584 -4.237 -2.354 -0.106 -1.853
C -21.399 -2.568 -4.562 -1.500 0.701 -1.782
C -19.551 -4.440 0.758 0.494 0.710 -1.682
C -15.156 -5.815 -1.760 0.083 -0.855 -1.274
C -16.439 -7.163 -3.300 2.176 -1.774 0.089
C -22.505 -4.433 -3.974 0.158 0.970 0.768
C -17.467 -6.264 -3.292 -0.086 1.052 1.264
C -20.422 -7.877 -5.118 0.919 0.306 0.587
C -15.983 -0.631 0.939 0.238 -0.818 -1.483
C -20.847 -6.796 0.408 0.934 3.922 2.211
C -16.394 -1.407 -1.348 0.447 1.620 3.499
C -18.294 -0.904 0.208 1.983 -0.931 -1.584
C -17.791 -1.705 -0.968 0.550 -0.425 0.988
C -20.483 -7.037 -6.207 -0.229 0.195 -1.101
C -16.247 -4.986 -1.733 -3.068 0.486 -0.669
C -20.368 -4.901 1.735 -1.407 -2.728 1.719
Be -18.748 -4.147 -1.894 -0.533 1.248 0.466
H -16.252 -4.116 -1.064 -0.146 -0.062 -0.559
H -14.239 -5.443 -1.326 -0.022 -0.434 0.348
H -14.445 -0.869 -0.592 0.595 0.190 -0.213
H -21.355 -1.701 -5.231 0.093 -0.104 0.573
H -21.544 -5.601 -2.423 0.165 -0.145 -0.318
H -24.290 -4.734 -4.704 -0.221 0.030 0.042
H -19.600 -2.144 -3.551 0.076 -0.370 0.076
H -19.817 -6.773 -1.544 -0.536 0.219 0.197
H -19.265 -8.512 -3.409 0.042 -0.089 0.458
H -17.740 -0.292 2.144 0.015 0.378 0.128
H -21.156 -7.231 -7.062 0.175 0.148 0.824
H -21.430 -8.409 -0.666 -0.064 0.181 1.222
H -20.513 -4.402 2.749 0.370 -0.539 -1.690
H -21.789 -8.385 1.077 -0.489 -0.541 0.290
H -23.863 -6.051 -3.717 0.654 1.612 -0.197
H -19.657 -5.269 -7.092 0.167 0.462 -0.279
H -15.286 -0.427 1.719 0.269 0.173 0.500
H -19.005 -3.518 0.901 0.037 0.099 -0.458
H -16.501 -8.056 -3.953 0.002 0.739 0.464
```
Positions in Å, forces in eV/Å.

electronic energy: -204137.757 eV
net charge: 0